No. 1
DFT (ωB97M-V/def2-TZVPD) results for an isolated ion of composition C15H23N2O7 and charge -1 at a distorted geometry.

Each line ends with the Löwdin charge.
Element x y z (Å)
C1 3.8640 2.5793 -0.5204  -0.076
C2 3.1452 1.9958 0.6588  -0.199
O1 2.1835 1.0731 0.0894  -0.034
C3 1.3107 0.5675 0.9516  -0.471
O2 1.2977 0.7445 2.1528  0.102
N1 0.3277 -0.2133 0.2086  -0.037
N2 -0.6501 -0.6177 1.0210  0.018
C4 -0.2748 -1.7492 1.7251  -0.599
O3 0.5449 -2.6050 1.3934  -0.005
O4 -1.0231 -1.8369 2.8548  -0.029
C5 -0.9020 -3.1283 3.4858  -0.256
C6 -1.5468 -3.1260 4.8526  -0.090
C7 -0.0296 -0.0049 -1.1733  -0.235
C8 -0.0317 1.5261 -1.2967  -0.404
O5 0.7809 2.2654 -1.8119  0.104
O6 -1.1453 1.9835 -0.6929  -0.010
C9 -1.2191 3.4279 -0.6475  -0.211
C10 -2.6463 3.7202 -0.2864  -0.079
C11 -1.4409 -0.5304 -1.4275  -0.125
C12 -1.4992 -1.9467 -1.9682  -0.186
C13 -0.5767 -2.1173 -3.1746  -0.208
C14 0.8705 -1.8625 -2.8020  -0.110
C15 1.1364 -0.5575 -2.0525  -0.263
O7 2.2162 -0.0306 -2.1612  0.104
H1 4.2360 3.5802 -0.2823  0.069
H2 4.7377 1.9661 -0.7633  0.075
H3 3.2026 2.6266 -1.3919  0.072
H4 3.8353 1.4371 1.3043  0.126
H5 2.6032 2.7611 1.2281  0.123
H6 -1.4169 -3.8493 2.8380  0.116
H7 0.1555 -3.4040 3.5781  0.115
H8 -1.9234 -4.1335 5.0387  0.062
H9 -0.7977 -2.9168 5.6214  0.066
H10 -2.3735 -2.4198 4.9554  0.073
H11 -0.9313 3.8485 -1.6186  0.121
H12 -0.5281 3.7561 0.1369  0.131
H13 -2.7863 4.7807 -0.0771  0.069
H14 -3.3154 3.4533 -1.1089  0.076
H15 -2.9461 3.1539 0.5989  0.085
H16 -1.9606 -0.4556 -0.4657  0.109
H17 -1.9143 0.1457 -2.1599  0.128
H18 -2.5441 -2.1557 -2.2268  0.107
H19 -1.2164 -2.6489 -1.1720  0.119
H20 -0.8807 -1.4209 -3.9648  0.111
H21 -0.6801 -3.1322 -3.5702  0.102
H22 1.5005 -1.8444 -3.6988  0.114
H23 1.2520 -2.6850 -2.1785  0.132

## Properties
Total charge = -1
Structure (SMILES) = CCOC(=O)N(/N=C(\[O-])OCC)[C@]1(C(=O)OCC)CCCCC1=O
Largest force on an atom = 4.6 eV Å⁻¹
HOMO-LUMO gap = 6.310 eV
Energy = -33241.051 eV
M = 343.36 g mol⁻¹
LUMO energy = 3.1 eV
ΔE to the lowest compared entry with this formula, charge and spin = 448.56 kJ/mol

***

No. 2
DFT (ωB97M-V/def2-TZVPD) results for one molecule with the formula C15H23N3O.

Each line ends with the Löwdin charge.
Element x y z (Å)
C1 4.9154 -2.7946 2.4538  -0.002
C2 4.0884 -1.7821 2.6319  -0.202
C3 2.7685 -1.6322 1.9461  -0.225
C4 1.6211 -1.5992 2.9615  -0.214
C5 0.2638 -1.3134 2.3185  -0.218
C6 -0.2499 -2.4700 1.4628  -0.217
C7 -1.6406 -2.2146 0.8793  -0.211
C8 -1.6481 -1.0484 -0.1066  -0.227
C9 -2.9596 -0.9362 -0.8778  -0.181
C10 -2.9269 0.2044 -1.9088  -0.115
C11 -2.9268 1.5314 -1.2018  -0.460
O1 -3.9298 2.0678 -0.7934  0.085
N1 -1.7149 2.1575 -0.9610  0.166
C12 -0.4128 1.8807 -1.2802  -0.377
N2 -0.0980 0.8835 -2.1002  0.121
C13 1.1868 0.6868 -2.3401  -0.117
C14 2.1813 1.4679 -1.7737  -0.052
C15 1.7436 2.4945 -0.9462  -0.127
N3 0.4659 2.7051 -0.7014  0.131
H1 5.8549 -2.8660 2.9750  0.047
H2 4.6879 -3.5981 1.7720  0.054
H3 4.3401 -0.9897 3.3257  0.100
H4 2.7618 -0.6945 1.3805  0.113
H5 2.6265 -2.4551 1.2449  0.104
H6 1.8315 -0.8204 3.6988  0.110
H7 1.5838 -2.5540 3.4908  0.116
H8 -0.4649 -1.1134 3.1078  0.116
H9 0.3495 -0.4113 1.7094  0.101
H10 -0.2841 -3.3725 2.0782  0.114
H11 0.4434 -2.6551 0.6402  0.104
H12 -1.9733 -3.1186 0.3630  0.111
H13 -2.3480 -2.0161 1.6874  0.116
H14 -0.8317 -1.1799 -0.8196  0.108
H15 -1.4732 -0.1187 0.4363  0.105
H16 -3.1486 -1.8727 -1.4066  0.115
H17 -3.7864 -0.7694 -0.1840  0.121
H18 -3.8372 0.1598 -2.5090  0.123
H19 -2.0506 0.1061 -2.5445  0.090
H20 -1.8012 3.0005 -0.3994  0.156
H21 1.4120 -0.1319 -3.0117  0.113
H22 3.2258 1.2939 -1.9666  0.096
H23 2.4325 3.1732 -0.4601  0.110

## Properties
Structure (SMILES) = C=CCCCCCCCCC(=O)Nc1ncccn1
Largest force on an atom = 0.8 eV Å⁻¹
HOMO-LUMO gap = 9.848 eV
Energy = -22446.415 eV
M = 261.37 g mol⁻¹
LUMO energy = 0.5 eV
ΔE to the lowest compared entry with this formula, charge and spin = 53.75 kJ/mol

***

No. 3
DFT (ωB97M-V/def2-TZVPD) results for one molecule with the formula C15H23N3O5S.

Each line ends with the Löwdin charge.
Element x y z (Å)
C1 2.7981 3.8048 -0.0499  -0.096
C2 1.5970 4.4620 0.6230  -0.241
C3 0.4858 4.8224 -0.3714  -0.181
C4 -0.5903 3.7432 -0.4846  -0.175
N1 -0.0338 2.4475 -0.8437  -0.126
C5 -0.0027 1.4456 0.1068  -0.510
O1 -0.5518 1.5686 1.1852  0.080
N2 0.6641 0.3270 -0.2923  0.191
C6 0.6661 -0.9617 0.3052  -0.490
O2 1.2716 -1.8465 -0.2454  0.106
N3 -0.0327 -1.0454 1.4519  0.162
C7 -0.3254 -2.2635 2.0951  -0.151
C8 -0.1315 -2.3909 3.4602  -0.015
C9 -0.3969 -3.5906 4.0980  -0.096
C10 -0.8522 -4.6684 3.3620  -0.088
C11 -1.0757 -4.5474 2.0006  -0.013
C12 -0.8369 -3.3417 1.3515  -0.207
O3 -1.1082 -3.0988 0.0454  -0.057
C13 -1.2431 -4.1890 -0.8458  -0.247
C14 -1.0885 -3.6401 -2.2560  -0.060
S1 0.3121 2.1787 -2.4717  0.650
C15 -0.9933 1.0351 -2.9726  -0.089
O4 0.1389 3.4155 -3.1576  -0.263
O5 1.5766 1.5118 -2.5807  -0.283
H1 3.5332 3.5081 0.6951  0.073
H2 3.2711 4.5024 -0.7378  0.079
H3 2.5062 2.9239 -0.6157  0.045
H4 1.1929 3.7970 1.3889  0.102
H5 1.9373 5.3698 1.1257  0.104
H6 0.9141 4.9945 -1.3592  0.102
H7 -0.0174 5.7383 -0.0559  0.114
H8 -1.3126 4.0229 -1.2543  0.120
H9 -1.1039 3.6118 0.4709  0.127
H10 1.2461 0.3933 -1.1256  0.107
H11 -0.3713 -0.1764 1.8569  0.125
H12 0.2417 -1.5435 4.0153  0.116
H13 -0.2380 -3.6835 5.1611  0.100
H14 -1.0487 -5.6124 3.8475  0.103
H15 -1.4578 -5.3923 1.4491  0.106
H16 -2.2284 -4.6615 -0.7195  0.125
H17 -0.4628 -4.9332 -0.6465  0.130
H18 -1.1416 -4.4492 -2.9787  0.075
H19 -1.8763 -2.9210 -2.4662  0.073
H20 -0.1253 -3.1435 -2.3373  0.072
H21 -1.9446 1.5222 -2.8037  0.072
H22 -0.9069 0.1228 -2.3962  0.057
H23 -0.8542 0.8313 -4.0272  0.074

## Properties
Structure (SMILES) = CCCCN(C(=O)NC(=O)Nc1ccccc1OCC)S(C)(=O)=O
Largest force on an atom = 0.9 eV Å⁻¹
HOMO-LUMO gap = 8.902 eV
Energy = -41472.376 eV
M = 357.43 g mol⁻¹
LUMO energy = 0.5 eV
ΔE to the lowest compared entry with this formula, charge and spin = 90.33 kJ/mol

***

No. 4
DFT (ωB97M-V/def2-TZVPD) results for one molecule with the formula C15H23N5O3 at a distorted geometry.

Each line ends with the Löwdin charge.
Element x y z (Å)
H1 6.0334 -1.5608 -0.6973  0.031
N1 5.3419 -2.3317 -0.8224  0.056
C1 4.2277 -1.8789 -0.3365  -0.571
N2 3.0333 -2.5918 -0.4364  0.144
N3 4.2245 -0.7055 0.3642  0.037
C2 3.1917 -0.2883 1.2930  -0.222
C3 2.9593 1.2148 1.6242  -0.120
C4 2.6746 2.1118 0.3271  -0.109
C5 1.2902 1.7779 -0.2175  -0.213
N4 1.3085 0.4146 -0.8660  0.149
C6 0.4521 -0.6638 -0.6176  -0.364
O1 0.6099 -1.8525 -1.0009  0.013
C7 -0.9287 -0.2939 -0.0518  -0.280
N5 -1.2139 1.1421 -0.2725  0.024
C8 -2.0019 -1.1684 -0.6638  -0.118
C9 -3.4945 -0.9419 -0.1958  -0.186
C10 -4.5525 -1.4559 -0.9694  -0.044
C11 -5.8275 -0.9929 -0.6024  -0.090
C12 -6.1242 -0.1375 0.4795  -0.048
C13 -4.9832 0.2201 1.2614  -0.070
C14 -3.6876 -0.2229 1.0382  -0.055
C15 0.6412 2.9375 -1.0085  -0.424
O2 0.9843 4.0199 -0.6707  0.136
O3 -0.1834 2.6447 -2.0997  0.102
H2 2.1230 -2.3237 -0.1714  0.015
H3 3.0296 -3.5081 -0.8826  0.110
H4 5.0293 -0.0635 0.4874  0.159
H5 3.4153 -0.6868 2.1973  0.084
H6 2.2419 -0.6203 1.1859  0.059
H7 3.7371 1.7473 2.1004  0.084
H8 2.0420 1.1331 2.2951  0.138
H9 3.5140 2.0568 -0.4281  0.141
H10 2.7962 3.1200 0.7402  0.111
H11 0.5403 1.4978 0.4534  0.091
H12 2.2343 0.1538 -0.9145  0.079
H13 -0.8876 -0.3615 1.1698  0.197
H14 -2.0626 1.0365 -0.8518  0.114
H15 -1.5987 1.5431 0.5591  0.092
H16 -1.7469 -2.2742 -0.6553  0.144
H17 -2.0285 -1.1198 -1.7206  0.103
H18 -4.2291 -1.9450 -1.9463  0.138
H19 -6.8442 -1.3369 -1.0554  0.132
H20 -7.0488 0.0915 0.6677  0.036
H21 -4.9445 0.6041 2.2387  0.083
H22 -2.9639 0.1129 1.7470  0.089
H23 -0.3236 1.7457 -2.0745  0.022

## Properties
Structure (SMILES) = [H]/N=C(/N)NCCC[C@H](NC(=O)[C@@H](N)Cc1ccccc1)C(=O)O
Largest force on an atom = 8.4 eV Å⁻¹
HOMO-LUMO gap = 8.336 eV
Energy = -29517.547 eV
M = 321.38 g mol⁻¹
LUMO energy = 0.2 eV
ΔE to the lowest compared entry with this formula, charge and spin = 529.11 kJ/mol

***

Please write out number 1 again, unchanged.
DFT (ωB97M-V/def2-TZVPD) results for an isolated ion of composition C15H23N2O7 and charge -1 at a distorted geometry.

Each line ends with the Löwdin charge.
Element x y z (Å)
C1 3.8640 2.5793 -0.5204  -0.076
C2 3.1452 1.9958 0.6588  -0.199
O1 2.1835 1.0731 0.0894  -0.034
C3 1.3107 0.5675 0.9516  -0.471
O2 1.2977 0.7445 2.1528  0.102
N1 0.3277 -0.2133 0.2086  -0.037
N2 -0.6501 -0.6177 1.0210  0.018
C4 -0.2748 -1.7492 1.7251  -0.599
O3 0.5449 -2.6050 1.3934  -0.005
O4 -1.0231 -1.8369 2.8548  -0.029
C5 -0.9020 -3.1283 3.4858  -0.256
C6 -1.5468 -3.1260 4.8526  -0.090
C7 -0.0296 -0.0049 -1.1733  -0.235
C8 -0.0317 1.5261 -1.2967  -0.404
O5 0.7809 2.2654 -1.8119  0.104
O6 -1.1453 1.9835 -0.6929  -0.010
C9 -1.2191 3.4279 -0.6475  -0.211
C10 -2.6463 3.7202 -0.2864  -0.079
C11 -1.4409 -0.5304 -1.4275  -0.125
C12 -1.4992 -1.9467 -1.9682  -0.186
C13 -0.5767 -2.1173 -3.1746  -0.208
C14 0.8705 -1.8625 -2.8020  -0.110
C15 1.1364 -0.5575 -2.0525  -0.263
O7 2.2162 -0.0306 -2.1612  0.104
H1 4.2360 3.5802 -0.2823  0.069
H2 4.7377 1.9661 -0.7633  0.075
H3 3.2026 2.6266 -1.3919  0.072
H4 3.8353 1.4371 1.3043  0.126
H5 2.6032 2.7611 1.2281  0.123
H6 -1.4169 -3.8493 2.8380  0.116
H7 0.1555 -3.4040 3.5781  0.115
H8 -1.9234 -4.1335 5.0387  0.062
H9 -0.7977 -2.9168 5.6214  0.066
H10 -2.3735 -2.4198 4.9554  0.073
H11 -0.9313 3.8485 -1.6186  0.121
H12 -0.5281 3.7561 0.1369  0.131
H13 -2.7863 4.7807 -0.0771  0.069
H14 -3.3154 3.4533 -1.1089  0.076
H15 -2.9461 3.1539 0.5989  0.085
H16 -1.9606 -0.4556 -0.4657  0.109
H17 -1.9143 0.1457 -2.1599  0.128
H18 -2.5441 -2.1557 -2.2268  0.107
H19 -1.2164 -2.6489 -1.1720  0.119
H20 -0.8807 -1.4209 -3.9648  0.111
H21 -0.6801 -3.1322 -3.5702  0.102
H22 1.5005 -1.8444 -3.6988  0.114
H23 1.2520 -2.6850 -2.1785  0.132

## Properties
Total charge = -1
Structure (SMILES) = CCOC(=O)N(/N=C(\[O-])OCC)[C@]1(C(=O)OCC)CCCCC1=O
Largest force on an atom = 4.6 eV Å⁻¹
HOMO-LUMO gap = 6.310 eV
Energy = -33241.051 eV
M = 343.36 g mol⁻¹
LUMO energy = 3.1 eV
ΔE to the lowest compared entry with this formula, charge and spin = 448.56 kJ/mol

***

Question: Look up the ΔE to the lowest compared entry with this formula, charge and spin of the third one.
Answer: 90.33 kJ/mol

***

Question: What is the energy in the third record?
Answer: -41472.376 eV